Formula: C21H26N2O2
Source: OMol25
Level of theory: ωB97M-V/def2-TZVPD

Calculated values
E_LUMO = 0.02675 Ha
SMILES = COc1ccccc1CN(C)CC(=O)N[C@@H]1CCCc2ccccc21
F_max = 0.44 eV Å⁻¹

The geometry in ORCA input format:
```
! RIJCOSX wB97M-V def2-TZVPD def2/J DEFGRID3
* xyz 0 1
C -2.8746 -1.9001 -3.6972
H -3.4324 -1.6485 -4.6049
O -2.5229 -0.7498 -2.9692
C -3.5179 0.0548 -2.4888
C -4.8723 -0.1863 -2.6840
C -5.8189 0.6903 -2.1802
C -5.4269 1.8215 -1.4924
C -4.0770 2.0644 -1.2990
C -3.1106 1.1935 -1.7753
C -1.6481 1.4409 -1.4916
N -1.1685 0.8999 -0.2224
C -1.7645 1.5381 0.9349
H -1.2845 1.1515 1.8333
H -1.5910 2.6125 0.8811
H -2.8450 1.3555 1.0173
C -1.2699 -0.5454 -0.1290
C -0.2699 -1.1090 0.8774
O -0.4605 -2.1373 1.4942
N 0.8515 -0.3712 0.9674
H 0.8777 0.4874 0.4351
C 1.9418 -0.6688 1.8705
C 3.2508 -0.7535 1.1178
C 3.2683 -1.3847 -0.1216
C 4.4381 -1.5009 -0.8464
C 5.6161 -0.9864 -0.3312
C 5.6080 -0.3670 0.9033
C 4.4357 -0.2430 1.6414
C 4.4785 0.4572 2.9722
C 3.2587 0.1393 3.8284
C 1.9963 0.3562 3.0059
H 2.0021 1.3642 2.5825
H 1.1050 0.2526 3.6271
H 3.2500 0.7765 4.7147
H 3.3001 -0.9002 4.1597
H 4.5223 1.5372 2.7935
H 5.3947 0.1812 3.4994
H 6.5271 0.0307 1.3109
H 6.5379 -1.0728 -0.8875
H 4.4332 -1.9941 -1.8071
H 2.3470 -1.7917 -0.5120
H 1.7092 -1.6584 2.2884
H -1.0271 -0.9797 -1.1018
H -2.2759 -0.8935 0.1520
H -1.0430 0.9940 -2.2836
H -1.4578 2.5180 -1.4710
H -3.7649 2.9556 -0.7738
H -6.1630 2.5117 -1.1094
H -6.8671 0.4834 -2.3374
H -5.2036 -1.0568 -3.2276
H -3.4596 -2.5977 -3.0895
H -1.9325 -2.3711 -3.9745
*
```

These are the natural (NBO) partial charges, in e, on atoms 1 to 8: atom 1 (C): -0.252, atom 2 (H): 0.178, atom 3 (O): -0.524, atom 4 (C): 0.382, atom 5 (C): -0.323, atom 6 (C): -0.186, atom 7 (C): -0.243, atom 8 (C): -0.180

***

Formula: C8H32N16O8
Source: OMol25
Level of theory: ωB97M-V/def2-TZVPD

Calculated values
E_LUMO = 0.00864 Ha
SMILES = NC(N)=O.NC(N)=O.NC(N)=O.NC(N)=O.NC(N)=O.NC(N)=O.NC(N)=O.NC(N)=O
F_max = 10.01 eV Å⁻¹

The geometry in ORCA input format:
```
! RIJCOSX wB97M-V def2-TZVPD def2/J DEFGRID3
* xyz 0 1
C -0.1799 -0.1032 0.7026
O -0.1700 -1.1243 0.0558
N -0.9250 0.9637 0.5448
N 0.3211 -0.0633 1.9397
H -1.0063 1.7178 1.2118
H -1.3142 1.0783 -0.3802
H 0.1859 0.7435 2.5319
H 0.6923 -0.9187 2.3278
C 3.0320 -4.6758 -3.4832
O 4.0441 -4.8159 -4.1072
N 2.8736 -4.3889 -2.2529
N 1.8967 -4.8106 -4.0367
H 3.7105 -4.6114 -1.7330
H 2.0012 -4.1786 -1.7895
H 1.0789 -4.4532 -3.5638
H 1.9937 -5.0852 -5.0038
C -0.1711 4.4068 5.2873
O -0.6677 3.7013 4.4316
N 1.0549 4.5684 5.5711
N -0.8637 5.2519 6.0215
H 1.2927 5.3543 6.1594
H 1.6923 4.0417 4.9912
H -1.8679 5.2184 5.9189
H -0.3292 5.7928 6.6862
C -3.6637 -5.5904 1.3787
O -3.1496 -6.0931 0.4347
N -3.6889 -4.2993 1.6253
N -4.3516 -6.3199 2.1029
H -3.1145 -3.7418 1.0094
H -4.2594 -3.8730 2.3414
H -4.4168 -7.3076 1.9022
H -5.1854 -5.8980 2.4861
C -2.6834 -0.5742 -5.4127
O -2.2495 0.1722 -4.5567
N -2.9588 -1.8149 -5.3502
N -2.9532 -0.0629 -6.6253
H -2.6064 -2.2722 -4.5214
H -3.3951 -2.3615 -6.0788
H -3.0316 0.9440 -6.6350
H -3.1741 -0.6343 -7.4283
C 4.7884 2.5799 2.5431
O 4.5879 1.9435 3.5164
N 4.6169 2.0386 1.3751
N 5.1312 3.8021 2.5198
H 4.3351 1.0832 1.2080
H 4.7026 2.5490 0.5077
H 5.3912 4.3835 3.3037
H 5.2415 4.1736 1.5871
C 3.1589 -4.0378 4.3748
O 2.4484 -4.9871 4.4778
N 3.5236 -3.5339 3.2749
N 3.5290 -3.2019 5.3466
H 3.1932 -3.7995 2.3582
H 4.2378 -2.8241 3.3536
H 3.2061 -3.4455 6.2721
H 4.1595 -2.4174 5.2620
C -4.0673 6.0956 -5.8651
O -4.9441 5.2107 -6.0776
N -2.9553 5.8830 -5.1423
N -4.0894 7.2971 -6.4020
H -2.3008 6.6387 -5.2862
H -2.8911 5.1158 -4.4885
H -3.4843 8.0039 -6.0090
H -5.0118 7.5657 -6.7137
*
```

These are the natural (NBO) partial charges, in e, on atoms 1 to 8: atom 1 (C): 0.755, atom 2 (O): -0.671, atom 3 (N): -0.833, atom 4 (N): -0.844, atom 5 (H): 0.400, atom 6 (H): 0.404, atom 7 (H): 0.388, atom 8 (H): 0.402

***

Formula: C43H32BCrF15GeN5SSi
Source: OMol25
Level of theory: ωB97M-V/def2-TZVPD

Calculated values
E_LUMO (spin up / spin down) = -0.02124 / -0.00274 Ha
<S²> = 0.77
F_max = 1.37 eV Å⁻¹

The geometry in ORCA input format:
```
! RIJCOSX wB97M-V def2-TZVPD def2/J DEFGRID3
* xyz 0 2
Cr -0.8490 -0.6129 -0.2779
B -2.0699 -3.4420 -1.7001
N -2.6820 -2.9971 -0.3315
C -3.5460 -3.6482 0.4346
C -3.9463 -2.8229 1.4836
C -3.2635 -1.6422 1.2593
N -2.4987 -1.7358 0.1506
N -0.5170 -3.3543 -1.5685
C 0.3770 -4.1896 -2.1019
C 1.6373 -3.6152 -2.0159
C 1.4136 -2.3917 -1.3957
N 0.1077 -2.2341 -1.1227
H -2.3776 -4.5952 -1.9079
H -2.4457 -2.6700 -2.5629
H -3.8192 -4.6656 0.1943
H -4.6371 -3.0466 2.2806
H -3.2878 -0.7348 1.8390
H 0.0535 -5.1341 -2.5150
H 2.5795 -4.0216 -2.3531
H 2.1189 -1.6143 -1.1539
C -0.9565 0.1480 -2.1532
Si -0.8298 2.0035 -2.2031
C -1.1240 2.4787 -0.4092
N -1.8720 1.3708 0.2865
C -1.8710 1.6616 1.7472
C -2.5350 2.9933 2.1130
C -3.8384 3.2283 1.3210
C -4.3308 1.9203 0.7095
C -3.2959 1.3160 -0.2360
C 0.7337 2.8455 -2.8154
C 0.6585 3.6837 -3.9377
C 1.7717 4.3786 -4.3977
C 2.9901 4.2538 -3.7444
C 3.0909 3.4291 -2.6299
C 1.9772 2.7355 -2.1727
C -2.2076 2.6594 -3.3031
C -2.4561 2.0209 -4.5268
C -3.3843 2.5295 -5.4302
C -4.0916 3.6860 -5.1212
C -3.8724 4.3263 -3.9080
C -2.9368 3.8169 -3.0135
H -0.2337 -0.3572 -2.7936
H -1.9639 -0.1338 -2.4909
H -1.6575 3.4321 -0.3126
H -0.1559 2.6116 0.0804
H -0.8353 1.6476 2.0763
H -2.3803 0.8546 2.2658
H -1.8385 3.8168 1.9606
H -2.7444 2.9589 3.1844
H -3.6782 3.9572 0.5215
H -4.6050 3.6487 1.9732
H -5.2495 2.0783 0.1400
H -4.5793 1.2134 1.5093
H -3.3266 1.8556 -1.1804
H -3.5594 0.2868 -0.4540
H -0.2806 3.8023 -4.4652
H 1.6825 5.0227 -5.2660
H 3.8586 4.7922 -4.1043
H 4.0393 3.3262 -2.1119
H 2.0887 2.0966 -1.3016
H -1.9145 1.1107 -4.7813
H -3.5560 2.0236 -6.3732
H -4.8122 4.0872 -5.8250
H -4.4267 5.2246 -3.6608
H -2.7708 4.3415 -2.0750
F 0.1436 -3.2795 1.4427
C 1.3605 -3.8029 1.2371
C 2.4936 -3.0146 1.3675
C 3.7079 -3.6508 1.1547
F 4.8754 -3.0157 1.3115
C 3.7873 -4.9836 0.7996
F 4.9673 -5.5691 0.6000
C 2.6316 -5.7210 0.6587
F 2.6994 -7.0029 0.3164
C 1.4056 -5.1332 0.8865
F 0.2916 -5.8503 0.7572
Ge 2.2427 -1.1250 1.8575
S 1.1931 0.2467 0.5342
C 1.4416 -1.4012 3.6366
C 0.0962 -1.2624 3.9209
F -0.7898 -0.8991 2.9856
C -0.4324 -1.5006 5.1738
F -1.7365 -1.3435 5.4072
C 0.4026 -1.9129 6.1891
F -0.0894 -2.1500 7.4003
C 1.7471 -2.0972 5.9432
F 2.5441 -2.5220 6.9227
C 2.2384 -1.8487 4.6797
F 3.5418 -2.0968 4.4794
C 3.9464 -0.1785 1.9959
C 4.3043 0.6487 3.0459
F 3.5531 0.7419 4.1506
C 5.4300 1.4454 3.0020
F 5.7559 2.2268 4.0305
C 6.2181 1.4394 1.8711
F 7.3053 2.2006 1.8173
C 5.8728 0.6585 0.7866
F 6.6262 0.6814 -0.3121
C 4.7415 -0.1222 0.8606
F 4.4145 -0.8211 -0.2363
*
```

These are the Löwdin partial charges, in e, on atoms 1 to 8: atom 1 (Cr): 0.481, atom 2 (B): -0.382, atom 3 (N): -0.055, atom 4 (C): -0.060, atom 5 (C): -0.030, atom 6 (C): -0.132, atom 7 (N): -0.050, atom 8 (N): -0.047